Entry 1:
Molecular formula: C7H13F
Method: DFT, ωB97M-V/def2-TZVPD

Calculated values
E_LUMO ... 0.95 eV
HOMO energy ... -9.5 eV
Electronic energy ... -374.28785 Ha

Structure (XYZ):
```
21
Properties=species:S:1:pos:R:3:forces:R:3:nbo_charge:R:1
C -0.4260 -1.5590 0.4913 -0.130 -0.681 -0.506 -0.44
C -0.2348 -0.8267 1.5637 -0.475 1.830 1.551 0.06
C 0.8336 -1.1503 2.5858 0.348 0.023 -2.108 -0.65
C -1.0272 0.4900 1.9049 3.043 -1.273 0.488 -0.65
H -1.2381 -1.2631 -0.1576 0.051 -0.239 -0.393 0.19
H 0.1684 -2.4670 0.2659 -0.507 0.684 0.146 0.20
H 0.9894 -2.1926 2.4537 0.618 -1.016 0.394 0.21
H 1.7677 -0.6283 2.3772 0.094 0.062 -0.286 0.22
H 0.6295 -0.9061 3.5821 -0.845 0.193 1.469 0.21
H -2.0631 0.4360 2.0054 -1.773 -0.305 -0.454 0.22
H -0.6592 0.7225 2.9042 -0.162 0.394 0.057 0.20
H -0.6708 1.2826 1.2660 -0.270 0.321 -0.374 0.22
C -0.6461 1.7178 -1.7363 -1.765 1.254 2.047 -0.52
C 0.4655 1.3990 -2.2567 3.612 -1.197 -2.369 0.43
C 0.7733 0.0493 -2.9265 -4.401 -1.194 1.671 -0.69
F 1.4596 2.3246 -2.4104 -0.169 -0.380 0.152 -0.35
H -1.3325 0.9661 -1.5744 -1.450 -1.634 -0.017 0.20
H -0.8779 2.5845 -1.1689 0.204 1.044 -0.140 0.22
H 0.0359 -0.0021 -3.7922 1.448 -0.025 0.588 0.23
H 0.2716 -0.8178 -2.1919 1.809 2.166 -1.775 0.23
H 1.7811 -0.1593 -3.1852 0.719 -0.028 -0.142 0.24
```
Forces are in eV/Å.

Entry 2:
Molecular formula: C4H9NO
Method: DFT, ωB97M-V/def2-TZVPD

Calculated values
Net charge ... -1
E_LUMO (alpha / beta) ... 4.26 / 4.10 eV
HOMO energy (alpha / beta) ... 1.1 / -5.6 eV
⟨S²⟩ ... 0.75
Electronic energy ... -287.71619 Ha
Spin multiplicity ... 2

Structure (XYZ):
```
15
Properties=species:S:1:pos:R:3:forces:R:3:nbo_charge:R:1
C 1.4626 0.5138 1.2590 -0.502 1.844 3.100 -0.71
C 0.3238 0.9235 0.4770 1.211 4.023 -2.523 0.63
N -0.4033 0.0030 -0.1342 -2.161 -3.659 -1.448 -0.43
C -0.0257 -1.5017 -0.3061 -0.255 0.982 -1.470 -1.06
C -1.5373 0.3950 -1.0136 1.019 2.177 0.281 -0.54
O 0.2640 2.1637 0.2312 -1.337 -1.260 0.412 -0.71
H 1.0644 0.5311 2.2908 0.488 -0.419 -0.025 0.22
H 1.6548 -0.4109 0.9618 1.420 -4.268 -0.553 0.21
H 2.3685 1.1100 1.2660 -0.372 0.438 -0.502 0.23
H 0.8770 -1.4961 -1.0197 -0.800 -0.358 1.284 0.17
H -0.8384 -2.0385 -0.9476 1.042 1.091 1.366 0.18
H 0.1072 -2.0377 0.6582 0.128 0.359 -0.642 0.19
H -2.5079 -0.1514 -0.9141 1.203 0.235 0.240 0.20
H -1.5723 1.4631 -0.7283 -1.059 -0.260 -0.060 0.23
H -1.2373 0.5332 -2.0801 -0.025 -0.925 0.540 0.19
```
Forces are in eV/Å.

Entry 3:
Molecular formula: H12O5S
Method: DFT, ωB97M-V/def2-TZVPD

Calculated values
E_LUMO ... 0.45 eV
HOMO energy ... -10.0 eV
Electronic energy ... -781.55010 Ha

Structure (XYZ):
```
18
Properties=species:S:1:pos:R:3:forces:R:3:nbo_charge:R:1
O -2.5417 -2.7267 0.6244 0.738 -0.260 -0.733 -0.96
H -3.4298 -3.0731 0.6351 -0.361 0.179 0.370 0.47
H -2.4185 -2.0495 1.2866 -0.306 0.129 0.274 0.48
O 1.9019 1.5921 3.8609 0.138 -1.036 -0.999 -0.94
H 1.2702 0.8556 3.7923 0.244 0.526 0.116 0.48
H 1.6329 2.1187 4.5940 -0.413 0.500 0.827 0.47
O 0.1514 0.1238 1.1398 0.550 0.605 -0.498 -0.94
H 1.1012 0.2846 1.1723 0.297 -0.422 0.722 0.46
H 0.0328 0.6107 0.3124 -0.858 -0.271 -0.154 0.47
O -0.2850 -0.7960 -1.9249 -0.123 -0.543 -0.191 -0.95
H -1.0017 -1.4268 -1.8343 -0.823 0.152 0.398 0.48
H 0.3743 -1.4357 -2.2067 0.783 0.459 -0.095 0.48
O -2.1634 1.6209 -2.3064 -0.133 -0.285 0.377 -0.94
H -1.5049 0.9433 -2.1231 0.563 -0.069 -0.368 0.48
H -2.8612 1.3268 -1.7132 -0.347 0.316 -0.052 0.46
S 3.0781 0.3416 -1.3146 -0.167 -0.191 0.650 -0.30
H 3.5422 0.0254 -2.5137 0.142 0.143 -0.396 0.15
H 3.1211 1.6645 -1.4809 0.077 0.068 -0.247 0.15
```
Forces are in eV/Å.

Entry 4:
Molecular formula: C5H11NO
Method: DFT, ωB97M-V/def2-TZVPD

Calculated values
E_LUMO ... 0.90 eV
HOMO energy ... -8.9 eV
Electronic energy ... -326.98713 Ha

Structure (XYZ):
```
18
Properties=species:S:1:pos:R:3:forces:R:3:nbo_charge:R:1
C -2.1112 0.9453 -0.4273 -2.828 -2.512 -1.703 -0.05
N -1.3186 0.5446 0.4507 3.238 2.165 0.536 -0.37
C 0.0689 1.0398 0.0026 -1.633 -2.216 0.477 0.16
C 0.6992 1.9530 0.6784 0.174 1.242 2.221 -0.44
C 0.7118 0.4108 -1.1573 -0.101 0.666 -2.192 -0.47
C 1.0600 -1.0485 -0.9400 0.724 -2.153 0.754 -0.62
H -3.1959 0.8805 -0.2251 0.333 0.129 0.273 0.16
H -1.9669 0.8462 -1.5360 0.711 1.438 0.662 0.15
H 1.3890 2.6085 0.2213 1.382 -0.142 -0.689 0.20
H 0.6089 2.1912 1.7338 -1.112 0.111 -0.157 0.21
H 1.6415 1.0092 -1.3987 -1.077 -0.709 0.124 0.23
H -0.0015 0.4783 -2.0222 0.872 -0.111 0.270 0.20
H 1.9329 -1.4051 -1.5931 -1.795 0.375 0.253 0.22
H 0.1355 -1.7404 -0.9351 1.478 1.022 -0.605 0.20
H 1.5098 -1.2711 0.0547 -0.395 0.699 -0.242 0.22
O -0.1588 -2.1689 2.4398 -1.097 -1.540 1.384 -0.94
H -0.3565 -2.4985 1.5458 -0.090 0.042 0.666 0.47
H -0.6482 -2.7748 3.1078 1.216 1.495 -2.032 0.47
```
Forces are in eV/Å.

Entry 5:
Molecular formula: C5H9N2
Method: DFT, ωB97M-V/def2-TZVPD

Calculated values
Net charge ... +1
E_LUMO (alpha / beta) ... -3.11 / -7.09 eV
HOMO energy (alpha / beta) ... -10.3 / -15.7 eV
⟨S²⟩ ... 2.02
Electronic energy ... -305.02509 Ha
Spin multiplicity ... 3

Structure (XYZ):
```
16
Properties=species:S:1:pos:R:3:forces:R:3:nbo_charge:R:1
C 0.4342 -0.9302 0.2020 -4.376 2.217 -0.027 -0.06
C -0.7524 0.0054 0.2973 -0.613 1.662 2.242 -0.30
C 1.4961 -0.1215 0.0823 5.700 3.462 -1.103 0.39
C -0.1700 1.3703 0.0761 -6.882 0.834 -0.710 0.02
C -2.1185 -0.3850 -0.2138 -0.143 -0.526 2.488 -0.60
N 1.0628 1.2086 0.0095 9.461 -1.123 -0.301 -0.51
N 2.8324 -0.4332 -0.1487 -0.607 -0.279 1.723 -0.65
H 0.2300 -1.9051 0.1504 0.165 -3.762 -0.163 0.24
H -0.9559 0.1645 1.4371 -0.001 -1.158 -0.872 0.23
H -0.5931 2.3807 0.1570 -0.085 -0.896 -0.049 0.24
H -2.0943 -1.3826 0.2674 -1.404 0.160 -0.527 0.22
H -2.3979 -0.4544 -1.2392 0.477 0.120 -0.889 0.24
H -2.8178 0.2955 0.3337 0.195 -0.889 -0.634 0.24
H 1.6952 2.0209 -0.0623 -0.120 -0.978 0.016 0.44
H 3.3052 -1.3196 0.1851 -1.573 0.968 -0.691 0.44
H 3.4894 0.3152 0.0596 -0.195 0.189 -0.502 0.41
```
Forces are in eV/Å.

Entry 6:
Molecular formula: C6H13AgO3
Method: DFT, ωB97M-V/def2-TZVPD

Calculated values
E_LUMO ... 0.00 eV
HOMO energy ... -6.8 eV
Electronic energy ... -608.91705 Ha

Structure (XYZ):
```
23
Properties=species:S:1:pos:R:3:forces:R:3:nbo_charge:R:1
O -1.8521 -0.5007 -0.3691 -0.023 1.215 0.266 -0.80
C -1.7450 1.3148 -0.0593 0.286 0.431 -0.295 -0.15
C -0.5317 1.8639 -0.5919 -1.070 -0.690 -0.057 -0.31
O 0.5008 2.0159 0.3615 0.325 -0.025 0.254 -0.57
C 1.7827 1.5730 -0.0077 0.001 0.178 -0.079 -0.08
C 2.0726 0.1497 0.4235 0.284 0.199 0.398 -0.09
O 1.5363 -0.7753 -0.5056 0.998 -0.490 0.376 -0.61
C 1.6227 -2.1201 -0.0798 0.060 -0.288 0.284 -0.25
H -1.8675 1.3471 1.0367 0.079 -0.612 -0.450 0.19
H -2.6411 1.6461 -0.6033 0.316 -0.404 0.201 0.20
H -0.6668 2.7893 -1.1718 0.008 -0.527 -0.110 0.19
H 2.5163 2.2247 0.4905 -0.185 -0.117 -0.062 0.19
H 1.9300 1.6742 -1.0961 0.001 -0.077 0.207 0.18
H 1.6370 -0.0312 1.4216 0.071 0.069 -0.255 0.19
H 3.1646 0.0034 0.4881 -0.181 -0.060 -0.029 0.17
H 1.1939 -2.7438 -0.8732 0.203 0.097 0.211 0.19
H 2.6730 -2.3991 0.0970 -0.230 -0.015 -0.045 0.18
H 1.0419 -2.2726 0.8443 0.153 0.034 -0.206 0.19
Ag -0.1870 -0.4558 -1.7671 -0.719 0.994 -0.957 0.77
C -2.8314 -1.1834 0.3376 -0.499 0.053 0.400 -0.24
H -2.8945 -2.2481 0.0514 0.173 0.325 0.007 0.17
H -2.6267 -1.1332 1.4255 -0.214 -0.109 -0.232 0.15
H -3.8281 -0.7388 0.1472 0.162 -0.183 0.173 0.15
```
Forces are in eV/Å.

Entry 7:
Molecular formula: C3H6N2O
Method: DFT, ωB97M-V/def2-TZVPD

Calculated values
E_LUMO ... 0.32 eV
HOMO energy ... -9.9 eV
Electronic energy ... -302.63072 Ha

Structure (XYZ):
```
12
Properties=species:S:1:pos:R:3:forces:R:3:nbo_charge:R:1
N 2.4847 0.0141 -1.6941 -0.714 0.185 0.886 -0.31
C 1.7128 0.1605 -0.8446 0.589 -0.108 -0.742 0.25
C 0.6496 0.3228 0.1746 -0.088 0.202 -0.128 -0.02
O 0.7190 -0.7242 1.1205 0.064 0.065 0.095 -0.70
C -0.7627 0.3174 -0.5237 -0.021 0.096 -0.185 -0.23
N -1.7105 -0.6009 0.0633 0.059 -0.040 0.167 -0.80
H 0.7788 1.2990 0.6526 0.145 -0.133 0.011 0.20
H 1.1476 -0.4087 1.9208 0.094 -0.033 -0.071 0.49
H -0.6379 0.0814 -1.5846 0.007 -0.035 0.164 0.20
H -1.1777 1.3299 -0.4748 0.114 -0.159 -0.027 0.20
H -1.9515 -0.2924 1.0009 -0.028 -0.061 -0.120 0.35
H -1.2522 -1.4990 0.1889 -0.222 0.020 -0.051 0.37
```
Forces are in eV/Å.

Entry 8:
Molecular formula: C26H13BrF5InNO6S
Method: DFT, ωB97M-V/def2-TZVPD

Calculated values
Net charge ... -1
E_LUMO ... 1.22 eV
HOMO energy ... -4.1 eV
Electronic energy ... -5166.62840 Ha

Structure (XYZ):
```
54
Properties=species:S:1:pos:R:3:forces:R:3:nbo_charge:R:1
In 1.4214 2.1388 0.4433 0.360 -0.524 -0.061 2.04
C -2.4812 2.0769 0.3970 0.007 -0.028 0.009 -0.23
C -2.6787 1.4702 1.6299 -0.002 0.015 -0.001 -0.13
C -2.2024 2.0683 2.7905 -0.011 0.009 -0.001 -0.25
C -1.4970 3.2613 2.7183 -0.009 0.003 0.004 -0.21
C -1.2808 3.8637 1.4832 -0.040 0.006 0.015 -0.27
C -1.7930 3.2808 0.3247 -0.013 0.015 0.022 -0.21
H -2.8275 1.5860 -0.5027 0.004 -0.011 -0.011 0.26
H -3.1885 0.5157 1.6751 -0.005 0.001 0.000 0.22
H -2.3557 1.5885 3.7497 -0.003 0.000 -0.003 0.21
H -1.0977 3.7104 3.6190 -0.002 0.001 -0.001 0.21
H -0.7482 4.8072 1.4244 -0.003 0.004 -0.002 0.21
H -1.6346 3.7538 -0.6334 0.002 -0.007 -0.006 0.24
O 4.8759 -0.1769 0.6362 0.068 0.048 -0.030 -0.61
C 3.9195 0.4970 0.3141 -0.107 -0.147 0.094 0.75
O 3.4298 1.5088 0.9692 0.027 0.083 -0.044 -0.82
C 3.1786 0.1662 -0.9832 0.055 0.059 -0.070 0.12
C 3.3982 -0.8638 -1.8806 0.000 0.014 -0.017 -0.19
C 2.5860 -0.9134 -3.0120 -0.017 -0.025 0.001 -0.15
C 1.6122 0.0543 -3.2598 0.014 -0.004 -0.017 -0.19
C 1.4706 1.0552 -2.3173 0.084 0.040 -0.039 0.11
N 2.2347 1.0442 -1.2438 -0.053 0.049 -0.026 -0.56
C 0.5715 2.2823 -2.3479 -0.217 -0.126 -0.005 0.76
O -0.1014 2.5295 -3.3175 0.075 0.074 0.004 -0.57
O 0.6305 3.0413 -1.2650 -0.049 0.141 0.099 -0.84
H 4.1632 -1.6021 -1.6914 0.006 0.006 0.012 0.24
H 2.7116 -1.7273 -3.7146 -0.007 0.002 -0.008 0.23
H 0.9808 0.0220 -4.1369 -0.004 0.011 0.009 0.25
F 0.0689 -3.1354 -6.2260 0.003 0.002 -0.012 -0.31
C -0.3772 -2.6962 -5.0336 -0.006 -0.002 -0.007 0.20
C -1.4306 -1.8025 -4.9540 -0.013 0.002 0.000 0.29
F -2.0115 -1.3742 -6.0875 -0.009 0.010 -0.011 -0.31
C -1.8845 -1.3652 -3.7247 -0.002 0.002 0.016 0.28
F -2.9082 -0.5007 -3.7327 0.011 -0.008 -0.013 -0.30
C -1.3282 -1.7773 -2.5011 0.037 0.041 0.002 -0.25
S -1.8668 -1.1772 -0.9785 -0.008 -0.015 0.012 -0.47
C -0.2660 -2.6853 -2.6372 -0.013 0.011 0.000 0.28
F 0.3762 -3.1368 -1.5470 0.004 0.002 0.001 -0.31
C 0.1984 -3.1365 -3.8576 0.049 -0.022 0.020 0.25
F 1.2410 -3.9914 -3.9158 -0.023 0.021 0.009 -0.32
Br -1.4937 -3.5002 6.2939 0.001 0.004 -0.005 0.04
C -0.8394 -2.2417 5.0318 -0.004 -0.002 0.004 -0.06
C -1.0868 -2.4463 3.6844 0.001 0.004 -0.015 -0.27
C -0.6066 -1.5258 2.7652 -0.009 -0.019 0.005 -0.08
C 0.1038 -0.4172 3.2151 0.057 -0.020 -0.005 -0.19
C 0.3430 -0.2236 4.5699 0.000 -0.008 -0.007 -0.14
C -0.1282 -1.1436 5.4915 0.004 0.009 -0.005 -0.26
C 0.5742 0.5679 2.2176 -0.287 0.159 0.026 0.78
O 1.0991 1.6733 2.5733 -0.036 0.180 -0.080 -0.73
O 0.4094 0.3257 0.9903 0.086 -0.063 0.140 -0.72
H -1.6462 -3.3099 3.3535 -0.001 -0.001 0.001 0.23
H -0.7878 -1.6521 1.7012 -0.002 0.005 -0.005 0.27
H 0.8986 0.6475 4.8903 -0.001 0.000 0.001 0.24
H 0.0515 -1.0142 6.5493 -0.002 0.000 0.000 0.22
```
Forces are in eV/Å.